1.
Entry from the OMol25 dataset: a molecular structure, C9H14NO (ωB97M-V/def2-TZVPD).

```
25
Properties=species:S:1:pos:R:3:nbo_charge:R:1
C -0.5908 2.5090 -0.0737 -0.2028
C 0.3616 2.5587 0.9064 -0.2776
C -0.0439 1.5757 -1.0841 0.1981
C 1.3116 1.4815 0.3261 0.3150
C -0.5789 0.3832 -1.2013 0.0191
C 1.1250 0.2138 0.7645 0.1016
C 0.0130 -0.6835 -1.9863 -0.7053
C -2.0451 0.0826 -0.9076 -0.6381
C 1.7110 -1.0370 0.2749 -0.6907
N 0.6030 -0.0096 2.1523 -0.7055
O 1.4102 1.5995 -1.0236 -0.4608
H -1.3440 3.2300 -0.4385 0.2694
H 0.3369 3.0086 1.9028 0.2449
H 1.1457 -0.4929 -2.2779 0.2374
H -0.3345 -0.8503 -3.0411 0.2676
H -0.0794 -1.7491 -1.7051 0.2344
H -1.9358 -0.8129 -0.3471 0.2121
H -2.4137 -0.1547 -1.9571 0.2530
H -2.3816 1.0067 -0.4382 0.2273
H 1.0367 -1.8110 0.4470 0.2118
H 2.6118 -1.3796 0.7479 0.2463
H 1.9481 -1.1222 -0.7516 0.2821
H 0.9071 -0.9455 2.4672 0.4545
H -0.3825 -0.2354 2.1048 0.4341
H 0.7223 0.8561 2.7408 0.4722
```

Results
Total charge ... +1
ΔE to the lowest compared entry with this formula, charge and spin ... 5.801 eV
E_HOMO ... -0.45562 Ha
Energy ... -480.86143 a.u.
Frontier orbital gap ... 0.3183 Ha


2.
Entry from the OMol25 dataset: a gas-phase ion, C9H14NO2 (charge +1) (ωB97M-V/def2-TZVPD).

```
26
Properties=species:S:1:pos:R:3:nbo_charge:R:1
C -2.2432 0.8630 0.0602 -0.2695
O -1.1177 0.2231 -0.5922 -0.4940
C 0.1469 0.5148 -0.2068 0.7329
N 1.0497 0.8388 -1.1388 -0.2969
C 2.4108 1.0116 -0.8108 -0.4702
C 0.7126 0.2696 -2.4492 -0.4235
C 0.3560 0.0403 1.2097 0.0872
O 1.6953 -0.4401 1.4181 -0.7009
C -0.1352 0.6654 2.5357 -0.2540
C -0.7834 -0.1980 3.2506 -0.1343
C -1.1632 -1.4647 2.4028 -0.2325
C -0.5483 -1.3399 1.2163 -0.1215
H -2.8440 0.0890 0.6286 0.2170
H -2.9413 1.2246 -0.6709 0.2228
H -2.0604 1.6263 0.7439 0.2073
H 3.0408 0.7731 -1.6658 0.2326
H 2.6691 2.0152 -0.5405 0.2360
H 2.7805 0.3828 0.0727 0.2854
H 0.3914 -0.7802 -2.2091 0.2194
H -0.1640 0.7440 -3.0535 0.2608
H 1.6316 0.2158 -2.9992 0.2336
H 1.8897 -0.2840 2.4007 0.5101
H 0.4958 1.4400 2.7597 0.2245
H -1.0781 -0.0856 4.3108 0.2516
H -1.5847 -2.3564 2.7927 0.2481
H -0.2914 -1.9325 0.3640 0.2277
```

Results
Total charge ... +1
ΔE to the lowest compared entry with this formula, charge and spin ... 3.085 eV
E_HOMO ... -0.47777 Ha
Energy ... -556.17310 a.u.
Frontier orbital gap ... 0.3186 Ha


Q: What is the formula in the second record?
A: C9H14NO2